Model w:
The following is a quantum chemistry calculation of one molecule with the formula C6H9NS, from OMol25.

## Properties
net charge: 0
orbital gap: 9.977 eV
spin multiplicity: 1

Element x y z (Å)
C (0.79786, -0.00372, 0.11908)
C (0.08390, 1.20447, -0.51136)
C (-1.32873, 0.74970, -0.21274)
C (-1.32034, -0.73661, -0.25916)
C (0.09924, -1.17683, -0.58740)
C (0.07589, -0.04802, 1.48633)
H (2.83001, 0.02157, -1.07559)
H (0.36132, 2.16430, -0.03055)
H (0.26820, 1.29361, -1.56692)
H (-2.19210, 1.35324, -0.46095)
H (-2.20177, -1.34189, -0.50242)
H (0.30372, -1.21638, -1.65018)
H (0.37229, -2.11698, -0.13307)
H (0.30676, -0.93474, 2.04499)
H (0.28157, 0.83208, 2.07902)
N (-1.32928, -0.03948, 1.03778)
S (2.59147, -0.00435, 0.22314)

Löwdin population analysis, charges in e, atoms 1 to 4: -0.797, -0.130, -0.206, -0.209

***

Model x:
The following is a quantum chemistry calculation of C6H9NS as an isolated structure, from OMol25.

## Properties
net charge: 0
orbital gap: 9.813 eV
spin multiplicity: 1

Element x y z (Å)
C (0.04762, -0.19917, 1.33350)
C (-0.82848, 0.54587, 0.26503)
C (-1.11182, -0.87042, -0.28049)
C (0.38277, -1.06814, 0.08368)
C (0.57638, 0.41048, -1.93315)
C (0.26904, 1.07414, -0.63980)
H (0.77492, 0.82672, 3.32588)
H (-0.58561, -0.74538, 2.04146)
H (-1.62589, 1.25698, 0.53525)
H (-1.74252, -1.46177, 0.39044)
H (-1.45113, -1.01130, -1.28283)
H (0.85541, -2.03993, 0.16493)
H (1.30342, 0.90324, -2.62167)
H (-0.20375, -0.16354, -2.45874)
H (0.72637, 2.01870, -0.38573)
N (1.18373, -0.09705, -0.70386)
S (1.42954, 0.62056, 2.16610)

Löwdin population analysis, charges in e, atoms 1 to 4: -0.572, -0.226, -0.094, -0.270

***

How far above the most stable structure does each one sit? In eV: model w 0.000; model x 1.661.

***

Model w:
The following is a quantum chemistry calculation of one molecule with the formula C6H9NS, from OMol25.

## Properties
net charge: 0
orbital gap: 9.300 eV
spin multiplicity: 1

Element x y z (Å)
C (-1.32168, -1.04035, -0.09037)
C (-0.00414, -0.25238, -0.24976)
C (0.47161, 0.65005, -1.03816)
C (1.50545, 1.41646, -0.41027)
C (1.85334, 0.68976, 0.98765)
C (0.77861, -0.32937, 1.02842)
H (-2.63057, 0.19524, -1.10148)
H (-3.24940, -1.50254, -1.11846)
H (-1.14350, -2.10130, -0.22303)
H (-1.73357, -0.83245, 0.95611)
H (0.26846, 1.02484, -2.13186)
H (1.58200, 2.54462, -0.45412)
H (2.13913, 1.15505, 1.91104)
H (0.94144, -1.31000, 1.54886)
H (-0.07727, 0.03435, 1.73598)
N (-2.46072, -0.81177, -1.11729)
S (3.08081, 0.46979, -0.23328)

Löwdin population analysis, charges in e, atoms 1 to 4: -0.192, -0.261, -0.141, -0.457

***

Model x:
The following is a quantum chemistry calculation of one molecule with the formula C6H9NS, from OMol25.

## Properties
net charge: 0
orbital gap: 9.476 eV
spin multiplicity: 1

Element x y z (Å)
C (1.21077, -1.62577, -0.59703)
C (0.20394, -0.89911, 0.21442)
C (-0.11866, 0.41170, 0.15997)
C (-0.93409, 1.07691, 1.15520)
C (-0.96435, 0.77303, 2.43535)
C (0.47336, 1.28747, -0.87621)
H (0.80930, -2.53410, -1.11395)
H (2.08671, -1.95674, 0.01274)
H (1.52844, -0.91261, -1.47340)
H (-0.38768, -1.52142, 0.88897)
H (-1.54567, 1.92982, 0.87252)
H (-1.65545, 1.25774, 3.15992)
H (-0.40343, -0.07888, 2.74882)
H (1.10623, 2.08372, -0.52782)
H (-0.92949, -0.74014, -1.97940)
N (0.29647, 1.25634, -2.15433)
S (-0.77641, 0.19206, -2.92579)

Löwdin population analysis, charges in e, atoms 1 to 4: -0.111, -0.146, -0.287, -0.160

***

How far above the most stable structure does each one sit? In eV: model w 0.466; model x 0.000.